The following is a DFT calculation (ωB97M-V/def2-TZVPD) of a 2-piece molecular cluster, C4H10Se overall.

Values from the calculation:
F_max	2.5	eV/Å
relative energy (zero: lowest compared OMol25 entry of this formula, charge and spin)	86.6	kcal/mol
orbital gap (alpha / beta)	6.44 / 6.44	eV
LUMO level (alpha / beta)	-0.090 / -0.090	hartree
total charge	0
highest occupied orbital energy (alpha / beta)	-8.8789 / -8.8825	eV

Each line ends with the Mulliken charge.
Positions of all 15 atoms, in Å:
C  -0.89  1.13  0.23  -1.40
C  0.84  -0.29  1.39  -1.57
C  -0.35  -1.15  -0.65  -1.46
C  0.20  0.08  0.06  0.95
Se  1.68  0.88  -1.05  -0.03
H  -0.50  2.02  0.74  0.38
H  -1.29  1.43  -0.73  0.39
H  -1.70  0.73  0.84  0.36
H  1.58  -1.08  1.26  0.41
H  1.33  0.58  1.84  0.45
H  0.07  -0.64  2.08  0.36
H  0.44  -1.87  -0.86  0.35
H  -1.10  -1.63  -0.03  0.37
H  -0.81  -0.86  -1.60  0.44
H  0.47  0.67  -3.51  0.00

---

The following is a DFT calculation (ωB97M-V/def2-TZVPD) of C4H11AlNO as an isolated structure.

Values from the calculation:
F_max	2.2	eV/Å
relative energy (zero: lowest compared OMol25 entry of this formula, charge and spin)	27.9	kcal/mol
orbital gap	4.22	eV
LUMO level	-0.711	hartree
total charge	+3
highest occupied orbital energy	-23.5636	eV

Each line ends with the Mulliken charge.
Positions of all 18 atoms, in Å:
Al  -1.46  2.12  -2.09  1.46
C  2.19  -0.38  0.34  -1.25
C  0.90  -0.18  -0.45  0.27
C  -0.27  -0.26  0.50  -0.74
O  -1.47  -0.06  -0.23  -0.24
C  -2.68  -0.44  0.42  -0.62
N  0.99  1.18  -1.01  -0.43
H  3.10  -0.50  -0.27  0.45
H  2.14  -1.42  0.77  0.41
H  2.32  0.31  1.17  0.49
H  0.80  -0.96  -1.22  0.37
H  -0.26  0.56  1.26  0.45
H  -0.35  -1.24  0.99  0.51
H  -3.61  -0.08  -0.02  0.33
H  -2.60  -0.08  1.46  0.40
H  -2.83  -1.54  0.44  0.33
H  1.41  1.82  -0.31  0.40
H  1.70  1.17  -1.77  0.42

---

The following is a DFT calculation (ωB97M-V/def2-TZVPD) of C4H11BBeCl9 as an isolated structure.

Values from the calculation:
F_max	5.3	eV/Å
2S+1	2
orbital gap (alpha / beta)	3.20 / 1.64	eV
LUMO level (alpha / beta)	-0.442 / -0.499	hartree
total charge	+2
highest occupied orbital energy (alpha / beta)	-15.2302 / -15.2293	eV

Each line ends with the Löwdin spin population.
Positions of all 26 atoms, in Å:
Be  -1.69  -1.58  -1.41  0.00
B  0.09  -0.03  -0.68  0.00
H  0.01  -0.96  -0.15  0.00
H  0.23  -0.23  -1.73  0.00
H  -0.86  0.46  -0.58  0.00
H  0.87  0.61  -0.29  0.00
C  -1.34  3.27  -0.19  -0.04
Cl  -2.01  3.00  -1.78  0.34
Cl  -2.65  2.99  0.97  0.37
Cl  -0.74  4.90  -0.09  0.34
H  -0.54  2.55  0.02  0.00
C  -3.25  -1.21  2.97  0.00
Cl  -3.30  0.37  3.62  0.00
Cl  -2.33  -1.41  1.49  0.00
H  -2.81  -1.87  3.72  0.00
H  -4.25  -1.59  2.77  0.00
C  2.36  -1.14  -3.64  0.00
Cl  0.90  -1.78  -4.38  0.00
Cl  3.67  -2.13  -4.31  0.00
H  2.54  -0.09  -3.88  0.00
H  2.40  -1.28  -2.56  0.00
C  2.48  -0.50  1.93  0.00
Cl  2.39  -2.19  2.51  0.00
Cl  3.66  0.44  2.84  0.00
H  2.68  -0.58  0.86  0.00
H  1.50  -0.04  1.99  0.00